(1)
DFT (ωB97M-V/def2-TZVPD) results for a single C3H3N3O2 molecule at a distorted geometry.

Each line ends with the Mulliken charge.
Atoms and positions in Å:
C  0.5794  1.3632  -0.3463  0.285
C  0.3014  -0.0336  -0.3137  0.795
C  -1.3565  0.3325  0.4944  -0.103
N  1.5193  -0.0437  0.7517  -0.103
N  2.1375  -1.0892  0.5641  -0.409
N  -2.2298  -0.2656  -0.1229  -0.545
O  0.3861  2.4979  -0.4633  -0.232
O  0.2797  -0.9107  -1.1781  -0.719
H  1.6765  -1.8944  0.0925  0.299
H  -1.8533  -0.8299  -0.9110  0.336
H  -1.4404  0.8736  1.4325  0.396

Its charge is 0. Its frontier orbital gap is 8.3 eV. Its HOMO energy is -9.15 eV. The calculation puts the energy at -11718.925 eV.



(2)
DFT (ωB97M-V/def2-TZVPD) results for a single C6H8 molecule.

Each line ends with the Mulliken charge.
Atoms and positions in Å:
C  -1.8221  2.2227  0.7147  0.187
C  -1.1485  1.2279  0.6264  -0.873
C  -0.2575  0.0767  0.5665  0.122
C  -0.4754  -1.0673  -0.4633  -0.626
C  1.0619  -1.1721  -0.5792  -0.525
C  1.1450  0.2754  -0.0530  -0.649
H  -2.3987  3.1170  0.7916  0.416
H  -0.1514  -0.3499  1.5733  0.234
H  -1.0437  -1.9430  -0.1347  0.304
H  -0.9130  -0.6759  -1.3886  0.275
H  1.4661  -1.8846  0.1490  0.226
H  1.4930  -1.3831  -1.5619  0.314
H  1.0907  1.0048  -0.8677  0.279
H  1.9537  0.5513  0.6270  0.319

Its charge is 0. Its frontier orbital gap is 11.0 eV. Its HOMO energy is -9.80 eV. As for the SMILES: C#CC1CCC1. The calculation puts the energy at -6349.119 eV.



(3)
DFT (ωB97M-V/def2-TZVPD) results for 2 unconnected molecules or ions with the total composition C2H6BN at a distorted geometry.

Each line ends with the Mulliken charge.
Atoms and positions in Å:
B  0.2781  0.2041  -0.2205  0.263
C  -1.0165  -0.2265  0.5528  -0.526
C  -1.0941  0.4656  -0.8162  -0.620
N  2.4245  0.0457  -0.1109  -0.625
H  -1.1280  -1.4124  0.5510  0.193
H  -1.2063  0.1374  1.5563  0.287
H  -1.3399  1.4823  -0.8299  0.291
H  -1.5796  -0.2467  -1.5177  0.258
H  2.3489  -0.9302  0.0709  0.241
H  2.3128  0.4807  0.7642  0.239

Its charge is 0. Its frontier orbital gap is 9.5 eV. Its HOMO energy is -9.32 eV. The calculation puts the energy at -4333.313 eV.



(4)
DFT (ωB97M-V/def2-TZVPD) results for a molecular structure, C28H26HfN6O2SSe5 at a distorted geometry.

Each line ends with the Mulliken charge.
Atoms and positions in Å:
Hf  1.0043  0.0309  1.8336  -0.377
O  -0.7085  0.6955  2.6086  0.699
C  -1.7960  0.2343  3.1784  0.378
C  -2.9089  1.0823  3.3159  -0.532
C  -4.0814  0.6386  3.8774  -0.383
C  -4.1987  -0.6736  4.3472  -0.748
C  -3.1251  -1.5172  4.2231  -0.930
C  -1.9157  -1.0969  3.6396  0.745
C  -0.8382  -2.0426  3.5996  -0.182
N  0.3595  -1.8128  3.2019  0.253
C  1.3355  -2.8880  3.3906  -0.833
C  2.7265  -2.3618  3.0397  -0.972
N  2.5697  -1.7013  1.7678  0.447
C  3.1466  -2.1444  0.7230  -0.214
C  2.7601  -1.6747  -0.5874  0.889
C  3.6118  -1.8044  -1.6885  -0.523
C  3.2143  -1.3909  -2.9392  -0.725
C  1.9257  -0.8816  -3.1099  -0.609
C  1.0499  -0.7998  -2.0495  -0.122
C  1.4363  -1.1788  -0.7508  -0.298
O  0.5949  -1.1198  0.2573  -0.725
H  -2.8088  2.0956  2.9515  0.419
H  -4.9272  1.3101  3.9531  0.429
H  -5.1199  -1.0144  4.7990  0.398
H  -3.1859  -2.5387  4.5808  0.354
H  -1.0767  -3.0354  3.9958  0.323
H  1.0873  -3.7327  2.7387  0.363
H  1.3253  -3.2429  4.4248  0.548
H  3.4531  -3.1797  3.0081  0.491
H  3.0416  -1.6283  3.7857  0.107
H  3.9120  -2.9216  0.7934  0.337
H  4.6037  -2.2136  -1.5292  0.389
H  3.8908  -1.4664  -3.7799  0.454
H  1.6058  -0.5494  -4.0898  0.439
H  0.0397  -0.4347  -2.1779  0.481
Se  1.8464  0.8667  4.2155  -0.341
Se  2.1921  3.0248  3.3950  -0.098
Se  0.6335  3.3024  1.7376  -0.131
Se  1.4505  1.9205  -0.0019  -0.428
C  -5.2071  0.7938  -0.5014  -0.901
N  -4.2402  1.0898  -1.5286  0.307
C  -2.8870  1.0330  -1.3729  -0.222
Se  -1.9487  0.5005  0.0902  -0.435
N  -2.3405  1.4349  -2.5543  0.133
C  -3.3311  1.7320  -3.4726  0.281
C  -3.2922  2.1227  -4.7988  -0.769
C  -4.5085  2.3129  -5.4410  -0.464
C  -5.7162  2.1272  -4.7748  -0.627
C  -5.7578  1.7223  -3.4474  -0.519
C  -4.5457  1.5160  -2.8114  0.548
H  -4.6621  0.5393  0.4058  0.142
H  -5.8385  -0.0449  -0.7985  0.333
H  -5.8343  1.6679  -0.3195  0.351
H  -1.3490  1.5621  -2.6633  0.244
H  -2.3503  2.2581  -5.3124  0.399
H  -4.5190  2.6100  -6.4805  0.383
H  -6.6443  2.2948  -5.3037  0.378
H  -6.6975  1.5707  -2.9348  0.423
S  4.3353  0.7139  1.7445  -0.135
C  5.2229  0.6064  0.3534  0.265
N  4.7160  1.1653  -0.8085  0.310
C  5.3525  1.0783  -1.9844  -0.090
C  6.5641  0.4603  -2.0578  -0.629
C  7.0795  -0.0452  -0.8421  -0.033
N  6.4423  0.0074  0.2963  -0.536
H  3.8131  1.6384  -0.7270  -0.166
H  4.8566  1.5207  -2.8372  0.431
H  7.1023  0.3671  -2.9869  0.410
H  8.0597  -0.5113  -0.8094  0.414

Its charge is 0. Its frontier orbital gap is 6.5 eV. Its HOMO energy is -6.76 eV. The calculation puts the energy at -381372.767 eV.



Number 1 is which compound? C3H3N3O2